# 1
# C2H12O4

A cluster of 5 separate species, C2H12O4 in total at a distorted geometry (ωB97M-V with the def2-TZVPD basis set, OMol25).

Summary:
ΔE to the lowest compared entry with this formula, charge and spin = 129.4 kJ/mol
HOMO (spin up / spin down) = -14.86 / -14.78 eV
total charge = +1
electronic energy = -383.9368 Eh
LUMO (spin up / spin down) = -6.63 / -10.34 eV
multiplicity = 2

Each line ends with the Mulliken spin population.
Element x y z (Å)
C (1.485, 0.611, 1.687)  0.383
C (0.834, -0.489, 2.283)  0.398
H (2.562, 0.691, 1.752)  0.034
H (0.961, 1.440, 1.234)  0.054
H (1.449, -1.209, 2.805)  0.030
H (-0.230, -0.606, 2.090)  0.073
H (-1.007, -2.395, 0.346)  -0.002
H (-1.746, -0.914, -0.075)  0.000
O (-1.435, -1.818, -0.271)  0.020
H (-0.082, -1.251, -1.669)  0.001
H (0.060, -0.743, -3.103)  0.000
O (0.551, -0.877, -2.298)  -0.001
H (0.491, 0.834, -1.777)  0.001
H (0.969, 2.195, -1.112)  -0.002
O (0.209, 1.731, -1.481)  0.009
H (-1.224, 1.206, -0.821)  0.001
H (-1.959, 0.836, 0.679)  0.000
O (-1.890, 0.757, -0.269)  0.001

Cartesian forces (eV/Å) of the 2 atoms listed first:
0.260 0.164 0.465
0.037 0.415 -0.966

# 2
# C2H12O4

A cluster of 4 separate species, C2H12O4 in total at a distorted geometry (ωB97M-V with the def2-TZVPD basis set, OMol25).

Summary:
ΔE to the lowest compared entry with this formula, charge and spin = 168.5 kJ/mol
HOMO (spin up / spin down) = -13.66 / -13.65 eV
total charge = +1
electronic energy = -383.9219 Eh
LUMO (spin up / spin down) = -4.46 / -10.81 eV
multiplicity = 2

Each line ends with the Mulliken spin population.
Element x y z (Å)
C (2.198, -0.848, -1.731)  0.100
O (1.493, -0.583, -0.581)  0.619
C (1.140, -1.557, -2.695)  0.181
H (2.659, 0.040, -2.149)  -0.010
H (2.967, -1.583, -1.418)  0.096
H (1.354, 0.328, -0.211)  -0.022
H (1.660, -2.242, -3.363)  0.005
H (0.413, -2.069, -2.074)  -0.003
H (0.623, -0.798, -3.279)  0.020
H (-0.794, 0.410, -0.585)  -0.003
H (-1.634, -0.569, -0.078)  0.000
O (-1.447, 0.364, 0.133)  0.013
H (-2.921, 2.528, 2.534)  0.000
H (-1.875, 2.282, 1.391)  0.000
O (-2.427, 2.935, 1.820)  0.001
H (-1.206, -0.142, 2.615)  0.000
H (0.014, -0.724, 1.817)  0.001
O (-0.348, -0.574, 2.685)  0.002

Cartesian forces (eV/Å) of the 2 atoms listed first:
-0.062 1.361 0.264
-0.157 -0.376 0.518

# 3
# C2H12O5

A cluster of 5 separate species, C2H12O5 in total at a distorted geometry (ωB97M-V with the def2-TZVPD basis set, OMol25).

Summary:
ΔE to the lowest compared entry with this formula, charge and spin = 116.0 kJ/mol
HOMO = -11.25 eV
total charge = 0
electronic energy = -459.5495 Eh
LUMO = 0.02 eV
SMILES = CC=O.O.O.O.O

Each line ends with the Löwdin charge.
Element x y z (Å)
O (0.184, -1.945, 1.268)  0.040
C (-0.796, -1.344, 1.645)  -0.246
C (-1.199, -0.111, 0.939)  -0.051
H (-1.480, -1.758, 2.309)  0.103
H (-0.875, -0.054, -0.125)  0.071
H (-0.719, 0.873, 1.319)  0.098
H (-2.254, 0.143, 0.842)  0.085
H (1.673, 2.289, 0.891)  0.006
H (0.887, 1.519, 1.765)  0.015
O (1.586, 2.218, 1.837)  -0.050
H (2.169, -0.468, -0.641)  0.058
H (0.885, -1.186, -0.094)  -0.003
O (1.240, -0.658, -0.864)  -0.097
H (0.241, 1.859, -2.414)  0.002
H (0.679, 2.609, -1.080)  -0.001
O (0.599, 2.611, -2.019)  -0.011
H (-1.413, -2.711, -1.523)  0.031
H (-0.247, -1.891, -1.957)  -0.024
O (-1.161, -1.995, -2.097)  -0.027

Cartesian forces (eV/Å) of the 2 atoms listed first:
0.301 -0.527 0.753
0.678 0.740 -2.701

# 4
# C2H12O5

A cluster of 5 separate species, C2H12O5 in total at a distorted geometry (ωB97M-V with the def2-TZVPD basis set, OMol25).

Summary:
ΔE to the lowest compared entry with this formula, charge and spin = 191.0 kJ/mol
HOMO (spin up / spin down) = -13.52 / -13.51 eV
total charge = +1
electronic energy = -459.2023 Eh
LUMO (spin up / spin down) = -5.95 / -9.95 eV
multiplicity = 2

Each line ends with the Mulliken spin population.
Element x y z (Å)
O (0.257, 0.723, -0.693)  0.719
C (1.130, 0.612, -1.493)  -0.032
C (2.599, 0.672, -1.177)  0.149
H (0.807, 0.382, -2.560)  0.126
H (3.299, 0.396, -1.961)  0.002
H (2.751, 0.031, -0.281)  -0.001
H (2.694, 1.709, -0.860)  -0.003
H (0.090, 1.701, 0.785)  -0.003
H (-0.680, 2.285, 2.001)  -0.001
O (-0.556, 1.492, 1.467)  0.043
H (-1.149, -0.598, 1.675)  0.000
H (-2.288, -1.320, 1.215)  0.000
O (-1.350, -1.495, 1.374)  0.001
H (0.683, -2.708, -1.430)  0.000
H (1.948, -3.390, -1.014)  0.000
O (1.631, -2.529, -1.311)  0.000
H (-3.650, 1.115, 2.009)  0.000
H (-4.466, 0.568, 0.825)  0.000
O (-3.749, 0.354, 1.431)  0.000

Cartesian forces (eV/Å) of the 2 atoms listed first:
0.047 -0.308 -0.743
0.330 -1.192 -1.017

The highest ΔE to the lowest compared entry with this formula, charge and spin belongs to which entry? number 4

Which value of electronic energy does entry 4 give? -459.2023 Eh